1.
Computed, not measured: 3 unconnected molecules or ions with the total composition C4H13NO2 in a non-equilibrium geometry, with the ωB97M-V functional and the def2-TZVPD basis.

Atoms and positions in Å:
C 1.62 -0.92 1.98
C 1.40 -0.44 0.56
C 0.61 0.57 0.22
N -0.18 1.37 1.14
C 2.03 -1.26 -0.56
H 0.74 -0.88 2.61
H 2.01 -1.93 1.97
H 2.44 -0.33 2.42
H 0.33 0.83 -0.79
H 0.25 2.29 1.23
H -0.22 0.94 2.05
H 2.10 -2.28 -0.18
H 1.47 -1.28 -1.48
H 3.04 -0.91 -0.78
H -3.38 0.65 -2.99
H -2.08 0.56 -3.88
O -2.45 0.97 -3.07
H -3.87 1.13 -0.11
H -2.48 0.57 -0.05
O -3.38 0.34 -0.30

Properties
Highest occupied orbital energy, eV: -8.49
Spin multiplicity: 1
Largest force on an atom, eV/Å: 1.59
HOMO-LUMO gap, eV: 9.39
Energy relative to the best compared isomer or geometry (same formula, charge and spin), kJ/mol: 90.5
Charge: 0
M, g mol⁻¹: 107.2

---

2.
Computed, not measured: a molecular structure, C19H18FeNOS in a non-equilibrium geometry, with the ωB97M-V functional and the def2-TZVPD basis.

Atoms and positions in Å:
C -0.86 2.02 0.07
C 0.22 1.72 1.08
C 1.37 1.25 0.42
H 0.12 1.93 2.13
C 1.12 1.24 -1.03
C -0.20 1.68 -1.26
H -0.70 1.87 -2.19
H -1.34 2.98 0.14
H 2.29 1.03 0.92
H 1.83 0.98 -1.80
C 0.34 -1.63 0.86
C -1.09 -1.44 1.00
C -1.67 -1.36 -0.32
H -1.63 -1.47 1.93
C -0.64 -1.47 -1.30
C 0.60 -1.69 -0.58
H 1.51 -2.00 -1.07
H 1.04 -1.76 1.65
H -2.73 -1.33 -0.53
H -0.78 -1.50 -2.36
Fe -0.18 0.05 -0.06
O 2.71 -0.65 -0.35
C 4.04 -0.54 0.16
C 4.67 -0.31 -1.20
H 4.16 0.33 0.76
H 4.45 -1.44 0.53
H 4.60 0.71 -1.64
H 6.36 0.09 -3.29
C 6.26 -0.98 -2.96
C 5.30 -1.28 -1.94
C 5.22 -2.71 -1.64
H 4.47 -3.00 -0.92
C 6.09 -3.64 -2.20
H 6.04 -4.69 -1.91
C 7.05 -3.27 -3.15
H 7.73 -3.99 -3.58
C 7.12 -1.90 -3.53
H 7.87 -1.61 -4.29
S -4.36 1.23 1.63
C -3.01 1.09 0.90
N -1.93 0.96 0.26

Properties
Highest occupied orbital energy (spin up / spin down), eV: -2.68 / -3.54
Spin multiplicity: 5
Expectation value of S²: 6.234
Largest force on an atom, eV/Å: 7.89
HOMO-LUMO gap (spin up / spin down), eV: 5.21 / 6.07
Energy relative to the best compared isomer or geometry (same formula, charge and spin), kJ/mol: 86.7
Charge: -1
M, g mol⁻¹: 364.3

---

3.
Computed, not measured: a molecular structure, C14H13N3O6V in a non-equilibrium geometry, with the ωB97M-V functional and the def2-TZVPD basis.

Atoms and positions in Å:
C 2.09 0.50 0.00
C 1.65 0.00 -1.27
C 1.25 -1.38 -1.11
C 1.42 -1.72 0.27
C 1.96 -0.58 0.96
V -0.10 0.36 0.30
N 0.02 0.74 1.96
C -0.80 2.10 -0.13
C -0.89 1.39 -1.41
H 0.95 -2.05 -1.90
H 1.63 0.55 -2.20
H 1.40 -2.73 0.67
H 2.34 -0.58 1.95
H 2.54 1.44 0.19
H -0.08 1.69 -2.05
H -1.73 2.34 0.42
H -0.30 1.59 2.59
H -1.93 1.08 -1.58
H 0.00 2.83 0.05
O -0.84 -2.03 1.94
C -1.74 -1.80 1.15
O -1.68 -1.01 0.10
C -3.12 -2.47 1.41
C -4.27 -1.98 0.83
C -5.53 -2.52 1.11
C -5.63 -3.62 1.97
C -4.48 -4.16 2.54
C -3.23 -3.57 2.27
N -4.56 -5.31 3.41
O -5.68 -5.81 3.64
O -3.50 -5.76 3.89
N -6.74 -1.91 0.56
O -6.59 -0.90 -0.17
O -7.82 -2.40 0.85
H -4.19 -1.13 0.11
H -6.62 -4.05 2.20
H -2.31 -4.00 2.74

Properties
Highest occupied orbital energy (spin up / spin down), eV: 0.55 / -1.88
Spin multiplicity: 4
Expectation value of S²: 3.807
Largest force on an atom, eV/Å: 6.47
HOMO-LUMO gap (spin up / spin down), eV: 3.99 / 6.35
Energy relative to the best compared isomer or geometry (same formula, charge and spin), kJ/mol: 24.5
Charge: -2
M, g mol⁻¹: 370.2

---

4.
Computed, not measured: C5H8O in the gas phase in a non-equilibrium geometry, with the ωB97M-V functional and the def2-TZVPD basis.

Atoms and positions in Å:
O 1.38 -1.51 -0.11
C 0.79 -0.76 0.90
C 0.58 0.71 0.34
C -0.18 0.76 -1.02
C -1.19 -0.30 -0.52
C -0.55 -0.23 0.86
H 1.58 -0.49 -0.31
H 1.29 -0.79 1.87
H 0.99 1.58 0.83
H 0.36 0.55 -1.95
H -0.66 1.74 -1.12
H -2.23 0.02 -0.53
H -1.09 -1.28 -1.00
H -1.06 -0.01 1.78

Properties
Highest occupied orbital energy, eV: -9.17
Spin multiplicity: 1
Largest force on an atom, eV/Å: 3.85
HOMO-LUMO gap, eV: 10.20
Energy relative to the best compared isomer or geometry (same formula, charge and spin), kJ/mol: 366.7
Charge: 0
M, g mol⁻¹: 84.1

---

5.
Computed, not measured: C5H10O2S in the gas phase in a non-equilibrium geometry, with the ωB97M-V functional and the def2-TZVPD basis.

Atoms and positions in Å:
C 2.22 2.83 1.11
C 0.13 -0.90 -0.77
C 1.41 -0.58 0.16
C -1.05 -0.25 -0.11
C -2.13 -0.06 -1.11
O -0.50 0.98 0.43
O 2.20 0.56 -0.05
S 1.70 2.12 -0.29
H 2.42 2.25 2.02
H 1.93 3.92 1.31
H 0.23 -0.53 -1.75
H 0.01 -1.96 -0.84
H 1.13 -0.57 1.19
H 2.09 -1.33 0.00
H -1.58 -0.83 0.78
H -2.35 -0.87 -1.86
H -1.78 0.88 -1.71
H -3.07 0.09 -0.61

Properties
Highest occupied orbital energy (spin up / spin down), eV: -7.35 / -9.15
Spin multiplicity: 1
Largest force on an atom, eV/Å: 3.39
HOMO-LUMO gap (spin up / spin down), eV: 6.08 / 8.73
Energy relative to the best compared isomer or geometry (same formula, charge and spin), kJ/mol: 561.9
Charge: 0
M, g mol⁻¹: 134.2

---

6.
Computed, not measured: a molecular structure, C37H32N2O2PS3W in a non-equilibrium geometry, with the ωB97M-V functional and the def2-TZVPD basis.

Atoms and positions in Å:
W -0.14 -0.16 0.46
C 2.32 -4.10 4.77
C 3.46 -3.40 4.39
C 3.39 -2.47 3.37
C 2.19 -2.23 2.71
C 1.05 -2.93 3.10
C 1.11 -3.86 4.13
P 2.09 -1.08 1.31
C 3.26 0.23 1.72
C 3.19 0.82 2.98
C 3.99 1.92 3.27
C 4.86 2.42 2.31
C 4.93 1.83 1.06
C 4.14 0.73 0.76
C 2.76 -1.95 -0.11
C 3.92 -2.70 -0.15
C 4.26 -3.36 -1.33
C 3.43 -3.27 -2.43
C 2.26 -2.52 -2.40
C 1.34 -2.49 -3.53
C 0.23 -1.77 -3.50
C -0.14 -0.88 -2.37
C 0.70 -1.03 -1.08
C 1.92 -1.83 -1.22
H 2.37 -4.82 5.57
H 4.40 -3.58 4.90
H 4.28 -1.91 3.10
H 0.10 -2.73 2.62
H 0.22 -4.39 4.44
H 2.52 0.43 3.73
H 3.94 2.38 4.25
H 5.48 3.28 2.54
H 5.61 2.22 0.32
H 4.19 0.28 -0.22
H 4.55 -2.79 0.73
H 5.16 -3.95 -1.38
H 3.69 -3.80 -3.34
H 1.59 -3.09 -4.40
H -0.46 -1.76 -4.34
H -1.20 -1.04 -2.13
O -3.45 1.78 -0.11
C -2.68 1.29 -0.91
O -1.65 0.57 -0.51
C -2.85 1.41 -2.39
C -4.12 1.77 -2.81
C -4.41 1.92 -4.16
C -3.42 1.72 -5.10
C -2.14 1.36 -4.69
C -1.84 1.19 -3.34
S -0.11 0.87 -2.99
H -4.88 1.94 -2.06
H -5.41 2.20 -4.46
H -3.63 1.84 -6.15
H -1.36 1.21 -5.42
C 0.05 4.26 1.76
C 0.09 2.76 1.70
S 0.85 2.03 0.36
C -0.42 2.00 2.74
C -1.10 2.65 3.91
S -0.16 0.29 2.85
H 0.29 4.69 0.79
H 0.79 4.63 2.48
H -0.93 4.62 2.07
H -2.03 3.13 3.58
H -0.47 3.42 4.35
H -1.35 1.92 4.67
C -0.58 -3.93 0.14
C -1.66 -3.05 0.66
N -1.66 -1.74 0.80
C -2.92 -1.36 1.25
C -3.68 -2.47 1.39
N -2.87 -3.52 1.02
H 0.37 -3.39 0.10
H -0.81 -4.27 -0.87
H -0.45 -4.81 0.78
H -3.18 -0.33 1.42
H -4.70 -2.61 1.71
H -3.13 -4.50 1.00

Properties
Highest occupied orbital energy (spin up / spin down), eV: -10.38 / -10.18
Spin multiplicity: 1
Largest force on an atom, eV/Å: 1.15
HOMO-LUMO gap (spin up / spin down), eV: 6.17 / 6.79
Energy relative to the best compared isomer or geometry (same formula, charge and spin), kJ/mol: 104.8
Charge: +1
M, g mol⁻¹: 847.7